Below is 2 unconnected molecules or ions with the total composition C12H24F8N4O2P in a non-equilibrium geometry, with properties calculated with wB97M-V/def2-TZVPD.

Geometry as ORCA input:
```
! wB97M-V def2-TZVPD RIJCOSX def2/J DEFGRID3
* xyz 1 1
C -4.52152 2.17778 2.12216
C -3.61401 2.01683 0.89413
C -4.37458 1.16250 -0.12398
C -2.25372 1.44969 1.36420
C -1.40432 2.58259 1.96300
C -1.48219 0.81509 0.22408
O -0.21277 0.22089 0.60446
N -0.34640 -0.84313 1.50352
P -0.01182 -0.60714 3.21471
N 0.55098 -1.91280 3.80979
C -1.08163 -1.89151 1.10432
N -1.00553 -2.29534 -0.14883
N -1.86713 -2.58332 1.99281
H -4.14318 2.90859 2.83571
H -5.53463 2.44450 1.82524
H -4.59327 1.22212 2.65111
H -3.46479 3.01843 0.48046
H -3.79845 0.89442 -1.00913
H -5.23310 1.72782 -0.48588
H -4.77439 0.26010 0.34831
H -2.45060 0.71120 2.15157
H -2.02621 3.32137 2.46270
H -0.64856 2.22717 2.66421
H -0.86560 3.10271 1.16852
H -1.16551 1.59220 -0.47340
H -2.07516 0.10708 -0.35671
H 0.85990 0.46743 3.03444
H -1.18474 -0.09253 3.78710
H 0.03196 -2.25983 4.60873
H -0.85781 -1.64386 -0.91028
H -1.62727 -3.06210 -0.37590
H -2.84217 -2.34104 2.07012
H -1.47073 -3.29734 2.58417
C 4.78461 -1.63629 -2.14355
C 4.48676 -1.82044 -3.63628
C 4.86073 -0.68140 -4.59426
F 4.20313 0.45107 -4.26420
F 4.49877 -1.03787 -5.84228
F 3.19115 -2.16119 -3.80822
F 5.25189 -2.87842 -4.03350
O 3.70881 -1.21275 -1.32149
C 3.39299 0.09394 -1.11512
C 1.98802 0.43883 -1.63830
F 1.86005 0.15897 -2.94805
F 1.75471 1.76032 -1.45792
F 4.31967 0.93813 -1.58934
F 3.31729 0.28370 0.23306
H 5.00908 -2.63997 -1.78782
H 5.67796 -1.03114 -1.98899
H 5.93782 -0.49853 -4.57058
H 1.24550 -0.12758 -1.07861
*
```

E_LUMO ... -0.1610 Eh